<a>
Entry from the OMol25 dataset: a 2-piece molecular cluster, C4H13NO overall (ωB97M-V with the def2-TZVPD basis set).

Results
Frontier orbital gap in eV: 10.42
HOMO level in eV: -9.54
SMILES string: CC(C)CN.O
Spin multiplicity: 1

Each line ends with the natural charge from an NBO analysis.
CARTESIAN COORDINATES (ANGSTROEM)
C1 -0.73 1.55 -0.30  -0.62
C2 -0.83 0.49 0.79  -0.24
C3 -2.14 -0.25 0.54  -0.61
C4 0.35 -0.52 0.55  -0.21
N1 1.58 -0.23 1.32  -0.83
H1 -1.00 0.99 -1.20  0.21
H2 0.27 1.99 -0.41  0.20
H3 -1.32 2.47 -0.22  0.22
H4 -0.75 0.86 1.80  0.20
H5 -2.47 -0.95 1.35  0.21
H6 -3.03 0.38 0.45  0.21
H7 -2.04 -0.88 -0.35  0.20
H8 0.57 -0.43 -0.54  0.16
H9 0.14 -1.53 0.88  0.20
H10 1.36 0.33 2.14  0.35
H11 2.20 0.39 0.81  0.35
O1 1.49 -1.04 -2.45  -0.93
H12 1.11 -1.21 -1.58  0.46
H13 1.96 -0.20 -2.39  0.47

=====

<b>
Entry from the OMol25 dataset: a 2-piece molecular cluster, C4H13NO overall (ωB97M-V with the def2-TZVPD basis set).

Results
Frontier orbital gap in eV: 9.47
HOMO level in eV: -8.50
SMILES string: CCNCC.O
Spin multiplicity: 1

Each line ends with the natural charge from an NBO analysis.
CARTESIAN COORDINATES (ANGSTROEM)
C1 -2.35 0.19 -0.94  -0.63
C2 -1.07 0.96 -0.90  -0.23
N1 -0.02 0.47 -0.10  -0.64
C3 0.73 1.62 0.54  -0.21
C4 1.80 1.31 1.67  -0.63
H1 -3.00 0.32 -1.82  0.23
H2 -3.05 0.68 -0.21  0.20
H3 -2.22 -0.74 -0.42  0.21
H4 -0.69 1.21 -1.91  0.18
H5 -1.39 1.79 -0.32  0.17
H6 -0.43 -0.28 0.52  0.36
H7 1.08 2.19 -0.34  0.20
H8 -0.06 2.26 1.09  0.15
H9 1.35 0.87 2.58  0.21
H10 2.52 0.54 1.32  0.21
H11 2.43 2.20 1.98  0.22
O1 0.83 -3.94 -0.34  -0.95
H12 0.58 -3.45 -1.11  0.47
H13 1.75 -3.86 -0.16  0.47

=====

Quick one: least stable of them? <b>

=====

<a>
Entry from the OMol25 dataset: a 2-piece molecular cluster, C4H13NO overall (ωB97M-V with the def2-TZVPD basis set).

Results
Frontier orbital gap in eV: 9.37
HOMO level in eV: -8.40
SMILES string: CC(C)O.CN
Spin multiplicity: 1

Each line ends with the natural charge from an NBO analysis.
CARTESIAN COORDINATES (ANGSTROEM)
C1 0.97 -0.70 0.83  -0.76
C2 0.66 0.69 1.24  0.12
C3 -0.40 0.80 2.32  -0.64
O1 0.18 1.56 -0.02  -0.80
H1 1.91 -1.06 1.24  0.22
H2 0.90 -0.74 -0.43  0.32
H3 0.17 -1.41 1.04  0.19
H4 1.55 1.25 1.50  0.19
H5 -0.66 1.84 2.51  0.21
H6 -1.31 0.28 2.01  0.20
H7 -0.04 0.34 3.24  0.22
H8 -0.78 1.63 -0.03  0.46
C4 -0.94 -0.95 -2.25  -0.41
N1 0.37 -0.40 -1.93  -0.84
H9 -1.47 -0.41 -3.05  0.17
H10 -1.56 -0.91 -1.35  0.19
H11 -0.84 -2.00 -2.53  0.19
H12 0.99 -0.43 -2.74  0.36
H13 0.29 0.59 -1.60  0.41

=====

<b>
Entry from the OMol25 dataset: a 2-piece molecular cluster, C4H13NO overall (ωB97M-V with the def2-TZVPD basis set).

Results
Frontier orbital gap in eV: 10.02
HOMO level in eV: -9.05
SMILES string: CCNC.CO
Spin multiplicity: 1

Each line ends with the natural charge from an NBO analysis.
CARTESIAN COORDINATES (ANGSTROEM)
C1 -1.92 -0.04 1.18  -0.63
C2 -1.18 0.98 0.33  -0.22
N1 -0.29 0.32 -0.62  -0.62
C3 0.30 1.28 -1.57  -0.41
H1 -1.20 -0.69 1.68  0.23
H2 -2.49 0.45 1.96  0.22
H3 -2.60 -0.69 0.61  0.20
H4 -1.88 1.67 -0.15  0.17
H5 -0.57 1.58 1.01  0.20
H6 -0.81 -0.41 -1.10  0.37
H7 -0.46 1.85 -2.11  0.18
H8 0.97 0.78 -2.27  0.21
H9 0.88 1.99 -1.00  0.20
C4 2.11 -1.77 0.35  -0.24
O1 1.41 -0.72 0.93  -0.79
H10 1.44 -2.53 -0.09  0.14
H11 2.79 -1.46 -0.45  0.14
H12 2.71 -2.30 1.09  0.17
H13 0.77 -0.30 0.24  0.47

=====

Quick one: least stable of them? <a>